# 1
24
Properties=species:S:1:pos:R:3:nbo_charge:R:1 method="wB97M-V/def2-TZVPD" relative_energy_ev=4.172 lumo_energy_ev=0.79 homo_ev=-7.6187 homo_lumo_gap_ha=0.309 total_energy_ev=-17877.3970 charge=0
C -0.4047 -0.1481 0.2030 -0.284
C -3.4261 -0.4503 -1.0618 -0.763
C 2.3417 1.3958 -0.6938 -1.179
C 2.1729 -0.1640 1.9100 -1.033
C 2.1103 -1.5520 -0.9561 -1.132
C -4.0782 -0.0807 0.2373 0.444
N -0.9899 0.9619 0.5801 -0.742
O -4.0880 1.0549 0.5855 -0.549
Si 1.5147 -0.0725 0.0173 1.481
H -3.1532 0.4108 -1.6239 0.232
H -2.5331 -1.2083 -0.8759 0.285
H -3.9505 -1.1622 -1.6904 0.238
H 1.5268 2.2367 -0.8339 0.238
H 3.1698 1.9129 -0.1368 0.255
H 2.8897 1.1578 -1.6835 0.253
H 1.6633 0.6386 2.5131 0.218
H 2.1287 -1.1133 2.4613 0.233
H 3.1617 0.0654 1.8293 0.213
H 1.5906 -1.7097 -2.0109 0.248
H 3.1985 -1.3026 -1.2003 0.230
H 2.1133 -2.5303 -0.3553 0.249
H -4.4082 -0.9429 0.9182 0.112
H -0.5642 1.7909 0.9748 0.359
H -1.9859 0.8111 0.8928 0.393



# 2
248
Properties=species:S:1:pos:R:3:mulliken_charge:R:1 method="wB97M-V/def2-TZVPD" lumo_energy_ev=0.03 homo_ev=-7.8662 homo_lumo_gap_ha=0.290 total_energy_ev=-111542.1197 charge=0
C 0.1922 9.5772 -29.8247 -2.411
C 1.5376 9.0686 -29.1935 2.496
C 2.7636 9.4721 -30.0582 -1.279
C 1.6148 9.7458 -27.7811 -0.536
C 2.6866 9.2058 -26.7848 0.794
C 2.3751 7.7355 -26.6355 -0.021
C 2.2482 6.8846 -27.9993 1.476
C 3.6146 6.3785 -28.5221 -2.095
C 1.4880 5.5798 -27.5886 -2.194
N 1.4888 7.6129 -29.0104 0.865
O 1.0678 6.9338 -30.1033 0.121
H 0.0211 9.1753 -30.8233 0.436
H -0.6722 9.0911 -29.3722 0.031
H 0.0610 10.6501 -29.9652 0.392
H 2.8587 8.8291 -30.9332 0.429
H 2.5693 10.3917 -30.6102 0.328
H 3.7061 9.6493 -29.5401 -0.177
H 1.7356 10.7689 -28.1370 -0.033
H 0.6230 9.8980 -27.3554 -0.265
H 3.6899 9.2513 -27.2084 -0.903
H 2.7361 9.5528 -25.7528 0.511
H 1.5195 7.4093 -26.0442 -1.023
H 3.2270 7.3187 -26.0983 0.687
H 4.2214 7.2725 -28.6658 0.338
H 3.5782 5.8019 -29.4464 0.407
H 4.1767 5.7317 -27.8484 0.457
H 1.4354 4.7999 -28.3483 0.563
H 0.4961 5.7941 -27.1908 0.074
H 1.9451 5.0626 -26.7450 0.543
H 1.8527 6.8809 -30.6536 0.227
C 0.7490 2.6840 -26.2736 -1.942
C 0.0646 1.4203 -25.8028 2.684
C -1.0428 1.7675 -24.7510 -1.270
C -0.6598 0.8752 -27.0919 -1.164
C -0.8893 -0.7092 -27.0804 -1.058
C 0.2460 -1.5283 -26.4260 -1.140
C 0.7053 -1.0033 -25.0635 1.485
C -0.3424 -1.4318 -23.9010 -1.702
C 1.9757 -1.9078 -24.7916 -1.959
N 1.0532 0.4434 -25.1556 -0.117
O 1.6316 0.9106 -24.0317 -0.355
H 1.0397 3.2413 -25.3831 -0.427
H 1.5041 2.3634 -26.9913 0.537
H 0.0973 3.2141 -26.9682 0.521
H -1.7696 0.9624 -24.6421 0.349
H -0.7256 1.8908 -23.7155 -0.032
H -1.6517 2.6313 -25.0181 0.349
H -1.7035 1.1889 -27.1085 0.301
H -0.1448 1.0674 -28.0331 0.476
H -1.7578 -0.7454 -26.4228 0.351
H -1.2064 -1.1392 -28.0304 0.419
H 1.0656 -1.4451 -27.1397 0.372
H -0.1187 -2.5545 -26.3814 0.498
H -1.3601 -1.0491 -23.8233 0.348
H -0.0315 -1.1720 -22.8892 0.467
H -0.4342 -2.5056 -23.7374 0.452
H 2.8807 -1.7037 -25.3637 0.380
H 1.8636 -2.9921 -24.7891 0.411
H 2.1310 -1.7923 -23.7190 0.428
H 0.8680 0.9796 -23.4541 0.318
C 3.5637 5.0635 -19.0891 -1.860
C 2.1180 5.0008 -19.6090 1.295
C 1.2770 4.0472 -18.7965 -1.657
C 1.5198 6.4872 -19.4674 -1.210
C 0.3714 6.7343 -20.4412 -0.959
C 0.8569 6.4805 -21.8494 -0.336
C 1.2276 4.9394 -22.0975 1.744
C 0.0031 4.0863 -22.2302 -1.243
C 1.9828 5.0200 -23.4528 -2.043
N 2.1508 4.5029 -21.0038 0.397
O 2.7884 3.2779 -21.2023 -0.426
H 4.3386 5.6663 -19.5627 0.331
H 3.4259 5.3199 -18.0387 0.432
H 3.9104 4.0313 -19.1382 0.423
H 1.6332 3.0190 -18.8602 0.402
H 1.2900 4.3433 -17.7475 0.453
H 0.2939 3.8964 -19.2424 0.286
H 1.1152 6.7241 -18.4834 0.466
H 2.3078 7.2081 -19.6849 0.377
H -0.3850 5.9527 -20.3699 0.363
H -0.0614 7.7258 -20.3080 0.421
H 1.8494 6.9182 -21.9569 0.828
H 0.1813 6.9663 -22.5533 -0.872
H -0.4554 4.4266 -23.1587 0.241
H -0.5974 4.0216 -21.3229 0.316
H 0.2173 3.0184 -22.1872 0.207
H 2.5097 4.1080 -23.7332 0.419
H 2.8582 5.6493 -23.2918 0.777
H 1.4346 5.5958 -24.1985 0.073
H 2.0520 2.6622 -21.1918 0.352
C -1.0378 4.8613 -30.7363 -1.730
C -2.2719 4.7918 -31.5619 1.686
C -2.0550 4.3492 -33.0921 -2.085
C -3.1569 3.6158 -30.9452 -1.131
C -4.5774 3.5037 -31.4748 -1.055
C -5.2762 4.9196 -31.2868 -0.984
C -4.4349 6.1316 -31.8092 1.261
C -4.7747 6.3772 -33.3180 -1.787
C -4.9023 7.4044 -30.9958 -2.125
N -2.9802 6.0499 -31.5320 1.430
O -2.2205 7.1567 -32.0222 -0.570
H -0.7792 3.8035 -30.6896 0.427
H -0.2665 5.3553 -31.3273 0.301
H -1.0408 5.2980 -29.7376 -0.033
H -1.7543 5.2079 -33.6925 0.371
H -1.3011 3.5742 -33.2298 0.371
H -2.9638 3.8830 -33.4726 0.421
H -2.6754 2.6447 -31.0599 0.531
H -3.1959 3.6917 -29.8586 0.301
H -4.6419 2.9657 -32.4205 0.420
H -5.1058 2.7799 -30.8543 0.483
H -5.6897 5.1543 -30.3060 0.352
H -6.1843 4.9156 -31.8897 0.399
H -4.3990 7.3444 -33.6521 0.320
H -5.8538 6.4120 -33.4677 0.439
H -4.2754 5.6003 -33.8970 0.405
H -5.9619 7.6220 -31.1298 0.471
H -4.5106 8.3261 -31.4261 0.408
H -4.5478 7.3670 -29.9657 0.360
H -2.0364 7.7427 -31.2844 0.286
C 2.2798 12.0197 -36.7121 -1.537
C 3.7145 12.0413 -36.2068 1.115
C 4.6559 11.7756 -37.3734 -1.727
C 3.9541 13.5043 -35.7006 -1.046
C 5.2610 13.7773 -34.9337 -0.826
C 5.2457 12.9032 -33.7070 -1.300
C 5.0643 11.3321 -33.9993 1.897
C 6.4055 10.7249 -34.5497 -1.970
C 4.7551 10.7037 -32.6474 -1.272
N 3.9092 11.1914 -34.9522 0.976
O 3.4899 9.8711 -35.0918 -0.558
H 1.8594 11.1003 -37.1195 0.304
H 1.7638 12.3904 -35.8265 0.252
H 2.2519 12.7140 -37.5519 0.412
H 4.7089 12.5469 -38.1417 0.350
H 5.6485 11.7006 -36.9292 0.362
H 4.5519 10.7731 -37.7884 0.381
H 3.9218 14.1982 -36.5406 0.472
H 3.1487 13.8848 -35.0724 0.225
H 6.1807 13.7142 -35.5155 0.324
H 5.1767 14.7976 -34.5595 0.491
H 4.4895 13.3200 -33.0417 0.389
H 6.1343 13.0554 -33.0943 0.521
H 7.2690 10.6748 -33.8864 0.370
H 6.8561 11.4572 -35.2196 0.409
H 6.2099 9.8403 -35.1558 0.448
H 5.2241 9.7212 -32.5938 0.358
H 3.7004 10.5744 -32.4043 -0.106
H 5.0713 11.3603 -31.8368 -0.035
H 2.7001 9.9262 -34.5488 0.310
C 10.7975 10.4576 -27.7466 -1.819
C 9.7983 9.2563 -27.4394 1.351
C 10.6510 8.0750 -26.7058 -1.809
C 8.7491 9.8248 -26.3910 -1.651
C 7.5852 10.5692 -26.9564 -0.422
C 6.9087 9.7700 -28.0402 -0.341
C 7.9072 9.2480 -29.1771 1.824
C 7.1410 8.1544 -29.9647 -1.597
C 8.3486 10.3288 -30.1665 -1.776
N 9.1201 8.6803 -28.5589 0.441
O 9.9332 8.0573 -29.4621 -0.511
H 11.3893 10.3730 -28.6581 0.366
H 10.2667 11.4011 -27.6193 0.383
H 11.6459 10.4931 -27.0632 0.461
H 11.6510 7.8855 -27.0961 0.387
H 10.8980 8.3297 -25.6751 0.437
H 10.1715 7.0965 -26.7318 0.395
H 8.2399 9.0676 -25.7948 0.406
H 9.2917 10.5287 -25.7599 0.468
H 6.8576 10.9778 -26.2552 0.243
H 7.8639 11.4182 -27.5806 0.315
H 5.9982 10.1319 -28.5179 -0.177
H 6.6022 8.8152 -27.6131 0.378
H 7.0977 7.1808 -29.4764 0.493
H 7.3428 8.2074 -31.0346 0.408
H 6.0889 8.4260 -29.8794 -0.003
H 7.5814 10.9496 -30.6292 0.196
H 8.9687 10.0420 -31.0159 0.395
H 9.0598 10.9383 -29.6089 0.391
H 9.5259 7.2039 -29.6278 0.361
C 3.1724 12.8294 -26.2527 -1.648
C 4.3106 13.8516 -26.6707 1.662
C 5.4977 13.7904 -25.6870 -1.807
C 5.0141 13.3364 -28.0676 -0.606
C 4.2240 13.5294 -29.3312 0.647
C 3.7108 14.9800 -29.4673 -1.606
C 3.2011 15.6205 -28.1054 1.944
C 3.2780 17.1723 -28.3205 -2.107
C 1.6629 15.2670 -28.0332 -1.850
N 3.8508 15.2623 -26.8953 0.296
O 3.2525 15.7777 -25.6890 -0.484
H 2.6540 13.2443 -25.3883 0.502
H 2.3970 12.7507 -27.0147 0.199
H 3.4819 11.8771 -25.8221 0.329
H 6.2894 14.4205 -26.0923 0.453
H 5.1813 14.2371 -24.7444 0.484
H 5.7889 12.7643 -25.4627 0.120
H 6.0120 13.6793 -28.3408 0.685
H 5.1985 12.2725 -27.9187 -0.605
H 4.8493 13.2457 -30.1777 0.506
H 3.3822 12.8870 -29.0727 -0.703
H 2.9501 14.8826 -30.2418 0.370
H 4.4050 15.6587 -29.9628 0.402
H 2.8307 17.6332 -29.2012 0.340
H 4.3394 17.4036 -28.4111 0.515
H 2.8471 17.7089 -27.4753 0.462
H 0.9508 15.8844 -28.5808 0.425
H 1.4078 15.3617 -26.9777 0.470
H 1.3950 14.2215 -28.1859 0.194
H 3.8789 16.4689 -25.4625 0.366
C -0.8935 7.9726 -24.9001 0.609
C -2.2953 8.6936 -24.5706 2.143
C -2.4131 8.9533 -23.0440 -2.126
C -2.2739 10.0658 -25.3559 -1.972
C -2.5443 9.9662 -26.8618 0.841
C -3.6186 8.9933 -27.2406 -1.091
C -3.7472 7.5986 -26.4967 1.818
C -5.2671 7.0987 -26.4307 -1.721
C -2.8839 6.5575 -27.2599 -1.088
N -3.4218 7.8130 -25.0188 0.202
O -3.5487 6.6660 -24.2273 -0.466
H -0.9542 7.5979 -25.9219 -0.686
H -0.0814 8.6643 -24.6764 0.569
H -0.8279 7.0875 -24.2672 -0.929
H -3.4375 9.1957 -22.7614 0.490
H -2.2129 8.0272 -22.5053 0.321
H -1.9024 9.8848 -22.7995 0.471
H -2.9528 10.7895 -24.9048 0.363
H -1.4333 10.6637 -25.0037 0.662
H -2.6906 10.9716 -27.2566 0.659
H -1.6702 9.6640 -27.4386 -1.108
H -3.5655 8.7555 -28.3030 -0.023
H -4.5025 9.5723 -26.9730 0.516
H -5.9576 7.8338 -26.0173 0.408
H -5.3430 6.0952 -26.0120 0.407
H -5.5172 6.7588 -27.4357 0.313
H -2.7775 5.5883 -26.7726 0.341
H -1.8155 6.7110 -27.4118 -0.311
H -3.3649 6.2257 -28.1800 0.069
H -2.7775 6.1203 -24.3984 0.289
N -0.6510 14.0948 -33.2978 -0.472
C 0.4922 13.7932 -32.7317 0.633
N 0.8974 12.5641 -32.9893 -0.018
O 1.0167 14.5591 -31.9429 -0.647
H -1.2480 13.3535 -33.6355 0.144
H -1.0648 14.9794 -33.0402 0.286
H 1.7681 12.2506 -32.5845 -0.248
H 0.2413 11.8497 -33.2706 0.269



# 3
100
Properties=species:S:1:pos:R:3:mulliken_charge:R:1 method="wB97M-V/def2-TZVPD" lumo_energy_ev=-0.17 homo_ev=-8.8596 homo_lumo_gap_ha=0.319 total_energy_ev=-71250.8358 charge=0
C -1.2861 4.2985 -0.0270 -0.705
O -2.3488 3.7859 -0.8396 -0.405
C -3.2026 4.8323 -1.3245 -1.207
C -4.2907 4.3819 -2.3260 0.661
C -3.8109 3.4882 -3.4722 -1.259
N -4.8381 5.6147 -2.9131 -0.697
H -0.7655 3.4410 0.3974 0.042
H -1.6307 4.9363 0.7881 0.344
H -0.5786 4.8462 -0.6525 0.292
H -3.6235 5.2145 -0.3887 0.414
H -2.6421 5.6027 -1.8617 0.517
H -5.1613 3.9240 -1.8543 0.345
H -3.2256 4.0644 -4.1942 0.276
H -4.6296 3.2415 -4.1585 0.412
H -3.4256 2.5138 -3.1807 0.135
H -5.5984 5.9045 -2.3122 0.281
H -4.1664 6.3677 -2.9810 0.271
N -0.7784 2.0664 -4.3634 -0.264
C 0.3447 1.6998 -3.6873 0.415
N 0.2719 0.4212 -3.2201 -0.062
O 1.3351 2.4090 -3.5400 -0.717
H -1.4438 1.3800 -4.6506 0.156
H -0.7376 2.9971 -4.7432 0.235
H 1.1275 0.0036 -2.8951 0.033
H -0.5937 -0.0875 -3.1464 -0.113
N 3.4437 -2.8365 1.3067 0.194
C 4.0482 -3.7754 2.0692 0.358
N 5.2258 -3.3825 2.6275 -0.270
O 3.5359 -4.8875 2.1985 -0.712
H 3.9912 -2.0063 1.1623 -0.072
H 2.6288 -3.0790 0.7716 -0.076
H 5.7537 -4.0658 3.1369 0.190
H 5.4900 -2.4023 2.7040 0.272
N 4.6401 0.6718 0.4023 -0.319
C 5.6538 -0.1297 0.8427 0.563
N 6.4037 -0.6157 -0.1890 -0.395
O 5.7751 -0.5943 1.9756 -0.698
H 4.0165 1.0616 1.0958 0.260
H 4.9412 1.2784 -0.3437 0.235
H 7.0414 -1.3790 -0.0477 0.219
H 6.2494 -0.3920 -1.1546 0.151
N -0.5013 -3.0217 -0.0355 0.079
C -0.1088 -4.1811 -0.5910 0.364
N 0.3695 -4.0711 -1.8520 -0.386
O -0.1070 -5.2828 -0.0312 -0.712
H -0.7408 -2.2497 -0.6436 -0.098
H -1.0464 -3.1354 0.8035 0.115
H 0.1024 -3.3599 -2.5115 0.163
H 0.9032 -4.8689 -2.1541 0.287
N -2.4706 1.1218 -1.0955 0.510
C -3.3010 0.7264 -0.0869 0.480
N -4.1612 1.6563 0.3925 -0.311
O -3.3799 -0.4501 0.3067 -0.770
H -2.1095 0.3681 -1.6546 -0.321
H -2.3950 2.1484 -1.2305 0.273
H -4.6942 1.3553 1.1893 0.281
H -4.0630 2.6186 0.1405 0.056
N 2.1794 -2.0512 4.6698 -0.308
C 2.1588 -0.7496 5.1030 0.594
N 1.2674 -0.5704 6.1060 -0.379
O 2.8640 0.1440 4.6474 -0.722
H 2.7974 -2.2175 3.8924 0.297
H 1.8311 -2.7853 5.2513 0.178
H 1.2635 0.3633 6.4882 0.226
H 0.5250 -1.1605 6.4215 0.145
N -1.8152 -0.7515 3.3753 0.129
C -1.9752 -0.7341 4.7105 0.765
N -2.4027 -1.9594 5.1914 -0.440
O -1.7758 0.2310 5.4460 -0.729
H -1.4847 0.1146 2.9434 -0.135
H -1.9696 -1.5185 2.7559 0.065
H -2.6142 -2.6611 4.5129 0.140
H -2.3051 -2.1495 6.1711 0.240
N 1.8970 0.2926 1.6241 -0.001
C 0.6267 0.5564 1.3176 0.742
N 0.1908 0.2466 0.0848 0.573
O -0.1903 1.1007 2.1041 -0.935
H 2.1219 0.2731 2.6113 -0.062
H 2.4429 -0.2327 0.9666 0.071
H -0.7863 0.3949 -0.1130 -0.326
H 0.7760 -0.2651 -0.5627 0.136
N 3.6752 -0.7429 -3.3026 -0.436
C 3.0236 -1.5549 -2.4422 0.688
N 3.1237 -2.8798 -2.6277 -0.418
O 2.2817 -1.0759 -1.5620 -0.683
H 4.2896 -1.1002 -4.0106 0.147
H 3.5205 0.2507 -3.2421 0.240
H 3.7858 -3.3208 -3.2346 0.165
H 2.3648 -3.3400 -2.1313 0.286
N -2.8172 -2.1123 -4.0723 -0.446
C -2.7217 -1.9654 -2.7273 0.538
N -3.8117 -2.3307 -2.0415 -0.398
O -1.7177 -1.4623 -2.1867 -0.033
H -2.1189 -1.7432 -4.6917 0.214
H -3.6323 -2.4978 -4.5103 0.149
H -4.6070 -2.5540 -2.6048 0.159
H -3.7923 -2.1586 -1.0438 0.212
O -0.6562 2.5590 4.2849 -0.743
H -0.1045 2.0385 3.6684 0.400
H -1.1442 1.8919 4.8021 0.385



# 4
16
Properties=species:S:1:pos:R:3:nbo_charge:R:1 method="wB97M-V/def2-TZVPD" relative_energy_ev=2.135 lumo_energy_ev=0.93 homo_ev=-9.2923 homo_lumo_gap_ha=0.376 total_energy_ev=-7392.6306 charge=0
C -0.9181 0.6043 -1.2896 -0.615
C -0.9652 0.2944 0.2091 -0.240
C 0.3855 0.2820 0.8495 -0.237
C 1.7168 0.4365 0.1828 -0.619
C -0.3647 -0.9976 0.8454 0.051
O -0.3261 -2.0224 -0.1047 -0.710
H -1.7724 0.2968 -1.9035 0.210
H -0.8609 1.7003 -1.3464 0.214
H -0.0121 0.2356 -1.7799 0.219
H -1.8026 0.7645 0.7146 0.209
H 0.3261 0.6978 1.8533 0.210
H 1.8294 -0.3275 -0.5893 0.220
H 2.4623 0.2351 0.9576 0.217
H 1.9091 1.4272 -0.2437 0.210
H -0.3270 -1.4442 1.8470 0.187
H -1.2802 -2.1825 -0.2023 0.473